Record 1
This record from the Open Molecules 2025 dataset describes a structure of composition C7H26AgN6O7. The level of theory is the ωB97M-V functional and the def2-TZVPD basis.

Each line ends with the Mulliken charge.
Positions of all 47 atoms, in Å:
1 Ag -0.22085 0.25648 1.24031  0.780
2 O 0.63486 2.16475 0.39752  -0.336
3 O 1.44480 0.65571 -2.73228  -0.594
4 O -0.74168 0.27502 -1.04505  -0.896
5 O -1.14790 -4.80281 0.53289  -0.523
6 O 1.05734 -1.79547 1.54341  1.763
7 O -4.37848 2.96096 -0.86736  -0.759
8 O -1.72180 0.16122 3.07347  -0.988
9 N -3.04522 1.28698 -0.35004  -0.189
10 N -2.62728 2.58125 -2.09289  -0.343
11 N -2.38458 -4.12801 -1.06123  -0.325
12 N 0.52488 -1.40277 3.70697  1.319
13 N -1.08097 -2.70537 -0.00892  0.136
14 N 1.90287 -2.95508 3.20472  -0.667
15 C 1.13097 -2.03199 2.73739  -5.759
16 C 1.84426 3.78986 -0.74231  -1.104
17 C -3.33821 2.36693 -1.00949  0.534
18 C 0.52262 3.43820 -0.04516  -0.159
19 C 3.11179 0.13703 -0.99047  -0.940
20 C -1.52941 -3.92677 -0.18410  0.283
21 C 2.36450 -0.33341 -2.27340  -0.350
22 H 2.64549 3.84458 -0.00533  0.304
23 H 4.04271 -0.42409 -0.90898  0.524
24 H -2.77287 -5.05917 -1.10902  0.244
25 H 2.53482 -3.55756 2.69702  0.964
26 H -2.95230 3.27363 -2.75249  0.168
27 H 0.67629 0.49934 -2.17861  0.184
28 H 1.57403 4.70781 -1.26427  0.451
29 H 2.08558 -3.00805 4.19664  0.651
30 H -0.45777 -2.58928 0.77736  -0.115
31 H 3.04756 -0.47608 -3.11076  0.363
32 H 2.20509 3.06483 -1.47184  0.158
33 H -1.91043 1.87556 -2.18360  0.203
34 H 0.80487 -1.81712 4.58448  0.359
35 H -1.43876 -1.89785 -0.49882  -0.007
36 H -0.20132 -0.70625 3.61981  0.302
37 H -0.18944 3.35073 -0.86578  0.067
38 H 2.44472 0.18025 -0.12951  0.163
39 H -2.29197 0.68421 -0.64900  0.275
40 H 0.12428 1.62795 -0.21301  0.498
41 H -2.50091 -3.39499 -1.74625  0.221
42 H 3.49803 1.14959 -1.10729  0.194
43 H -3.58945 0.94827 0.43047  0.125
44 H -1.68950 -0.63847 3.63382  0.072
45 H 0.16043 4.18195 0.66459  0.386
46 H -0.16333 -0.46499 -1.31417  0.107
47 H 1.99160 -1.34749 -2.12958  0.257

Properties
- net charge = -2
- ⟨S²⟩ = 0.750
- electronic energy (eV) = -34951.2942
- spin multiplicity = 2

=====

Record 2
This record from the Open Molecules 2025 dataset describes a cluster of 7 separate species, C33H73F3N7O11S in total. The level of theory is the ωB97M-V functional and the def2-TZVPD basis.

Each line ends with the Mulliken charge.
Positions of all 128 atoms, in Å:
1 S 10.04021 11.22206 9.97558  1.049
2 F 12.28243 11.13422 11.57351  -0.172
3 F 11.09156 9.27876 11.52114  -0.265
4 F 10.47155 10.97691 12.75054  -0.258
5 O 10.90958 14.07676 16.06727  -0.408
6 O 8.85223 10.40799 10.04061  -0.619
7 O 18.23231 12.70796 11.09412  -0.225
8 O 19.68167 13.00999 15.24032  -0.343
9 O 14.08332 15.16835 18.09342  -0.395
10 O 16.92292 16.18117 14.80898  -0.062
11 O 23.22986 10.35072 15.90247  -0.372
12 O 14.17426 14.02585 13.21553  -0.322
13 O 11.04785 10.88848 8.95409  -0.626
14 O 9.99965 12.64392 10.37710  -0.613
15 O 15.39978 12.18880 13.76000  -0.691
16 N 12.03337 16.21857 17.07687  -0.158
17 N 15.47533 8.01863 16.87640  0.199
18 N 22.15854 12.33807 14.58474  -0.085
19 N 11.40378 14.44848 7.09006  0.196
20 N 15.28371 8.90016 14.87030  0.365
21 N 10.67544 15.04743 9.05927  0.437
22 N 16.36825 14.85671 12.19490  0.439
23 C 14.40188 16.40912 17.53297  0.051
24 C 16.30592 16.23673 12.36776  -0.970
25 C 10.81770 15.39619 10.45694  -0.922
26 C 13.13961 17.12727 17.54525  -0.894
27 C 15.20980 14.56314 18.63541  -0.776
28 C 13.11738 12.18820 14.31615  0.268
29 C 16.89766 12.89953 10.70908  -0.020
30 C 15.31061 9.94443 15.75928  0.006
31 C 19.79394 11.70141 14.80409  -0.169
32 C 10.31404 12.79036 15.72596  -0.483
33 C 14.35368 12.79553 13.78088  0.232
34 C 15.96675 16.63043 13.82695  0.325
35 C 11.00269 15.03844 15.07988  -0.220
36 C 14.99522 9.03607 13.44390  -0.660
37 C 18.69724 11.54695 10.53364  -1.072
38 C 12.69847 12.53878 6.14156  -1.069
39 C 18.57842 13.27359 16.00741  -0.543
40 C 15.39586 7.74502 15.57381  -0.068
41 C 16.67640 14.38898 10.81631  -1.138
42 C 12.13868 15.86626 15.57929  -0.147
43 C 18.19369 16.86324 14.71399  -0.936
44 C 10.98321 10.66908 11.47786  0.500
45 C 20.94808 11.74218 13.82512  -1.012
46 C 23.70163 10.30287 14.57297  -0.554
47 C 15.64108 7.10309 17.99876  -0.636
48 C 15.36228 9.34678 17.01876  -1.117
49 C 10.38180 15.33498 6.88659  -0.353
50 C 23.48608 11.80083 14.09761  -0.831
51 C 14.31206 6.82068 18.77845  -1.000
52 C 9.88402 15.66344 8.11472  -0.428
53 C 12.18938 13.93074 5.98228  -0.292
54 C 23.38332 9.06491 16.43375  -0.736
55 C 11.57847 14.26446 8.44639  -0.608
56 H 13.89002 8.84061 13.31233  0.470
57 H 24.26716 12.37451 14.50841  0.473
58 H 13.32101 11.12847 14.22325  -0.139
59 H 11.49098 14.01580 5.16690  0.325
60 H 10.08204 15.60601 5.87999  0.433
61 H 14.79023 16.22581 16.49708  -0.143
62 H 13.45197 12.53168 6.91889  0.230
63 H 11.94905 11.85993 6.51369  0.346
64 H 16.22679 12.42140 11.41074  -0.309
65 H 13.25938 12.17873 5.27710  0.387
66 H 12.82929 17.41484 18.56221  0.394
67 H 15.03096 14.52330 12.91245  0.293
68 H 13.04582 12.34477 15.40500  0.263
69 H 13.95795 7.72557 19.28512  0.339
70 H 22.08147 11.97157 15.54131  0.461
71 H 17.75590 13.44764 15.31567  0.081
72 H 23.03028 9.04835 17.48051  0.255
73 H 10.69979 12.00230 16.41104  0.270
74 H 12.98303 14.65164 5.71243  0.291
75 H 11.22946 14.64001 14.09265  -0.028
76 H 21.28649 10.82248 13.43064  0.377
77 H 19.74252 11.47400 10.62109  0.352
78 H 15.55500 16.74390 11.81766  0.408
79 H 22.09767 13.32652 14.63826  0.419
80 H 12.33435 12.61634 13.74650  -0.336
81 H 9.94851 15.94396 10.81123  0.319
82 H 11.15993 16.72279 17.31844  0.461
83 H 10.55343 12.50060 14.71266  0.098
84 H 16.08275 6.21061 17.52506  0.349
85 H 16.40858 7.51651 18.62945  0.353
86 H 15.54672 15.24318 19.43932  0.427
87 H 18.31468 12.37362 16.60059  0.381
88 H 18.75020 16.80815 15.69161  0.246
89 H 24.76633 10.09691 14.55027  0.499
90 H 18.01096 17.93639 14.51075  0.391
91 H 16.71418 12.54961 9.67457  0.692
92 H 11.97608 15.33946 17.61265  0.484
93 H 17.18038 14.54832 12.74341  -0.136
94 H 24.42866 8.81123 16.35600  0.308
95 H 10.08717 15.61702 15.06542  0.552
96 H 20.67527 12.43177 13.03278  0.416
97 H 12.27204 16.75954 14.95940  0.368
98 H 15.36963 9.87821 17.97982  0.513
99 H 15.05113 13.62721 19.13202  0.342
100 H 17.46468 14.94521 10.27187  0.333
101 H 15.13976 10.10209 13.18271  -0.057
102 H 9.02536 16.32839 8.35327  0.423
103 H 10.94944 14.45443 11.02384  0.231
104 H 15.51117 6.79657 15.01028  0.395
105 H 13.05470 15.31198 15.52119  -0.120
106 H 9.21170 12.82623 15.84977  0.345
107 H 12.37951 13.78722 8.93180  0.570
108 H 18.78458 16.47675 13.91110  0.283
109 H 17.26406 16.66941 12.00880  0.412
110 H 15.82309 17.75121 13.85100  0.553
111 H 23.08408 9.53922 14.01051  0.397
112 H 15.18253 16.92106 18.12072  0.656
113 H 18.68257 14.16248 16.66335  0.232
114 H 22.77422 8.42369 15.80324  0.336
115 H 13.17262 17.99530 16.89609  0.346
116 H 15.29492 10.97354 15.42098  0.470
117 H 15.60727 8.37147 12.83266  0.398
118 H 15.01986 16.19561 14.17642  -0.542
119 H 18.21624 10.59488 10.73805  0.363
120 H 11.65572 16.09536 10.48456  0.468
121 H 18.54804 11.63572 9.45312  0.442
122 H 15.73248 14.53486 10.29289  0.489
123 H 23.50357 11.85286 13.00574  0.359
124 H 13.52986 6.45004 18.09928  0.331
125 H 18.84669 11.42742 14.32343  0.194
126 H 16.09280 14.39009 17.97387  0.129
127 H 14.55778 6.09690 19.51950  0.372
128 H 19.91970 10.94686 15.60130  0.415

Properties
- net charge = +3
- electronic energy (eV) = -87318.5246

=====

Record 3
This record from the Open Molecules 2025 dataset describes a structure of composition C30H27FN5SV. The level of theory is the ωB97M-V functional and the def2-TZVPD basis.

Each line ends with the Mulliken charge.
Positions of all 65 atoms, in Å:
1 V -0.18836 -0.62282 0.17904  0.315
2 S -5.07659 -3.66399 4.84435  0.203
3 F -0.90137 -1.02928 -2.37092  -0.256
4 N 0.95182 0.32888 -1.06304  1.807
5 N -3.74567 -4.29310 4.19691  -0.656
6 N -5.15392 -2.28000 4.02818  -0.653
7 N -0.72609 -2.63993 0.76571  -0.106
8 N -2.28402 -0.39933 0.59148  0.047
9 C -1.04375 3.35526 0.76087  -1.580
10 C -4.12594 -2.26816 3.19575  0.766
11 C -4.62012 -0.11084 2.03618  -0.482
12 C -0.09504 2.99548 -0.39093  1.169
13 C -3.31358 -3.42891 3.29303  0.791
14 C 0.86549 0.51552 -2.43076  -0.773
15 C 0.54203 0.70481 -5.22497  -0.591
16 C 3.62857 1.54602 1.20816  -1.118
17 C -1.38328 -4.75510 2.42848  -0.444
18 C 4.01844 -0.65440 -1.50807  -1.409
19 C 3.56839 -0.60276 -0.04496  0.479
20 C 1.51455 1.44521 -4.56941  -1.035
21 C -0.31981 -4.85074 1.56076  -1.003
22 C 1.21901 2.45723 0.14796  0.879
23 C -3.07873 0.64552 0.39130  -0.413
24 C 1.95562 3.24799 1.02134  -0.478
25 C -0.09475 -0.20885 -3.13280  0.211
26 C -1.81527 -2.55537 1.56736  -0.351
27 C -0.27981 -0.14263 -4.48744  -0.699
28 C -2.64934 -1.36328 1.47215  -0.256
29 C 2.68600 -1.81082 0.28519  -1.318
30 C -2.15460 -3.59156 2.44144  0.437
31 C 1.67798 1.35467 -3.19278  0.039
32 C -3.80564 -1.22622 2.24289  0.438
33 C 0.12437 4.20852 -1.29851  -1.598
34 C 2.93577 0.72511 0.32799  0.548
35 C 3.15233 2.80050 1.55063  -1.540
36 C -4.26816 0.81854 1.08419  -1.065
37 C 1.71628 1.18098 -0.21217  -0.334
38 C -0.01248 -3.76229 0.75568  -0.135
39 H -1.18779 2.50757 1.43504  0.312
40 H -5.52251 -0.00899 2.62549  0.546
41 H 4.65720 0.19677 -1.74572  0.369
42 H 4.56957 1.20305 1.62146  0.433
43 H -2.01671 3.67018 0.37646  0.428
44 H 0.42246 0.77886 -6.29634  0.411
45 H 3.71605 3.42937 2.22750  0.413
46 H 0.83428 -3.79341 0.08622  0.582
47 H 0.77440 3.95603 -2.13521  0.342
48 H -0.56500 2.21223 -0.99136  -0.292
49 H 4.58838 -1.56754 -1.69058  0.440
50 H -1.05066 -0.73882 -4.95760  0.476
51 H 0.28440 -5.74483 1.50639  0.440
52 H 2.22666 -1.70707 1.27494  0.386
53 H -4.88743 1.68135 0.88535  0.470
54 H 1.58856 4.22994 1.29401  0.397
55 H 1.92441 -1.91961 -0.49275  0.051
56 H 3.16556 -0.64088 -2.18644  0.202
57 H 4.46244 -0.68958 0.57587  0.687
58 H 2.44920 1.92812 -2.69074  0.629
59 H 0.58022 5.02990 -0.74181  0.324
60 H 3.27463 -2.73051 0.29404  0.498
61 H -0.64477 4.17932 1.35347  0.423
62 H -0.82770 4.55897 -1.70034  0.450
63 H -2.74664 1.37142 -0.33850  0.769
64 H -1.65140 -5.56474 3.09534  0.552
65 H 2.16185 2.10305 -5.13444  0.426

Properties
- net charge = +1
- ⟨S²⟩ = 3.764
- electronic energy (eV) = -78235.4509
- spin multiplicity = 4

=====

Record 4
This record from the Open Molecules 2025 dataset describes a structure of composition C5H6N. The level of theory is the ωB97M-V functional and the def2-TZVPD basis.

Each line ends with the Mulliken charge.
Positions of all 12 atoms, in Å:
1 N -0.14333 0.37065 -0.04612  0.348
2 C 2.01241 -0.19691 -0.31554  -0.379
3 C 1.39238 0.68086 0.85244  -0.113
4 C -1.51322 0.47538 0.24492  -0.750
5 C 0.83996 1.37185 -0.35191  -0.330
6 C 0.72306 -0.63318 0.28795  0.075
7 H -2.04264 0.14046 -0.63765  0.383
8 H -1.82203 -0.07852 1.24951  0.322
9 H 2.01932 0.23600 -1.34228  0.263
10 H 0.44178 -1.61966 0.66569  0.448
11 H -1.91800 1.47897 0.11886  0.359
12 H 2.96765 -0.67986 -0.05069  0.374

Properties
- net charge = +1
- electronic energy (eV) = -6756.2531
- energy above the lowest of the compared OMol25 structures with the same formula, charge and spin (eV) = 8.9244